# 1
Formula: C2H4N2S2
Source: the OMol25 dataset
Level of theory: ωB97M-V/def2-TZVPD

The total charge is 0. The calculation puts the max |F| at 7.57 eV/A. The calculation puts the LUMO energy at -0.509 eV. For the calculated total energy, the calculation gives -984.346268 hartree. The multiplicity is 1. The energy above the lowest of the compared OMol25 structures with the same formula, charge and spin comes out at 105.8 kcal per mole. The structure (SMILES) is N/N=C/C(=S)S. As for the HOMO energy: -8.29 eV. Its orbital gap is 7.78 eV.

Last column: natural (NBO) charge in e.
Cartesian coordinates (Å):
1 N 0.72 1.93 -0.14  -0.625
2 N 0.66 0.57 -0.18  -0.125
3 C -0.63 0.15 0.28  -0.129
4 C -0.52 -1.27 -0.01  -0.335
5 S -1.81 -2.11 -0.35  0.011
6 S 1.12 -1.94 0.18  0.070
7 H 1.48 2.68 -0.45  0.421
8 H -0.27 2.62 0.16  0.348
9 H -1.57 0.68 0.39  0.225
10 H 0.80 -3.30 0.12  0.140

# 2
Formula: C2H4N2S2
Source: the OMol25 dataset
Level of theory: ωB97M-V/def2-TZVPD

The total charge is 0. The calculation puts the max |F| at 3.40 eV/A. The calculation puts the LUMO energy at -0.602 eV. For the calculated total energy, the calculation gives -984.422760 hartree. The multiplicity is 1. The energy above the lowest of the compared OMol25 structures with the same formula, charge and spin comes out at 57.8 kcal per mole. The structure (SMILES) is [H]/N=C\N(S)C=S. As for the HOMO energy: -9.12 eV. Its orbital gap is 8.51 eV.

Last column: natural (NBO) charge in e.
Cartesian coordinates (Å):
1 H -2.69 0.64 -0.02  0.355
2 N -2.31 -0.30 -0.16  -0.656
3 C -1.08 -0.55 -0.09  0.284
4 N 0.12 0.14 0.03  -0.570
5 S 0.08 1.89 0.04  0.164
6 C 1.36 -0.53 0.26  -0.128
7 S 2.79 0.12 -0.13  0.008
8 H -0.93 -1.65 0.13  0.167
9 H 1.37 1.92 -0.30  0.146
10 H 1.30 -1.68 0.25  0.231

# 3
Formula: C2H4N2S3
Source: the OMol25 dataset
Level of theory: ωB97M-V/def2-TZVPD

The total charge is 0. The calculation puts the max |F| at 2.30 eV/A. The calculation puts the LUMO energy at 0.031 eV. For the calculated total energy, the calculation gives -1382.611744 hartree. The multiplicity is 1. The energy above the lowest of the compared OMol25 structures with the same formula, charge and spin comes out at 37.9 kcal per mole. The structure (SMILES) is S=CN(S)/C=N/S. As for the HOMO energy: -8.38 eV. Its orbital gap is 8.41 eV.

Last column: natural (NBO) charge in e.
Cartesian coordinates (Å):
1 S -0.55 2.54 -0.14  -0.055
2 C -1.36 1.11 -0.04  -0.078
3 N -0.85 -0.13 -0.05  -0.558
4 S -1.99 -1.41 -0.14  0.207
5 C 0.48 -0.45 -0.31  0.210
6 N 1.43 0.23 0.20  -0.520
7 S 2.99 -0.36 -0.15  0.184
8 H -2.43 1.01 -0.03  0.199
9 H -1.99 -1.83 1.12  0.113
10 H 0.60 -1.32 -0.94  0.172
11 H 3.66 0.61 0.48  0.125

# 4
Formula: C2H4N2S3
Source: the OMol25 dataset
Level of theory: ωB97M-V/def2-TZVPD

The total charge is 0. The calculation puts the max |F| at 3.14 eV/A. The calculation puts the LUMO energy (alpha / beta) at -0.360 / -0.360 eV. For the calculated total energy, the calculation gives -1382.484771 hartree. The multiplicity is 1. The energy above the lowest of the compared OMol25 structures with the same formula, charge and spin comes out at 117.5 kcal per mole. As for the HOMO energy (alpha / beta): -8.37 / -8.37 eV. Its orbital gap (alpha / beta) is 8.01 / 8.01 eV.

Last column: natural (NBO) charge in e.
Cartesian coordinates (Å):
1 C -1.91 -0.41 -1.07  -0.254
2 C -2.59 -0.18 -0.12  -0.199
3 N 0.52 0.70 -0.35  -1.032
4 N 2.82 -0.07 -0.03  -0.968
5 S 1.62 0.64 0.64  1.287
6 S -3.55 -0.07 1.35  0.042
7 S 4.40 -0.33 0.49  0.238
8 H -1.44 -0.80 -1.96  0.238
9 H 0.38 0.23 -1.22  0.399
10 H -4.85 0.08 0.61  0.174
11 H 4.60 0.20 1.67  0.076

# 5
Formula: C2H4N2S3
Source: the OMol25 dataset
Level of theory: ωB97M-V/def2-TZVPD

The total charge is 0. The calculation puts the max |F| at 5.53 eV/A. The calculation puts the LUMO energy at 0.324 eV. For the calculated total energy, the calculation gives -1382.535676 hartree. The multiplicity is 1. The energy above the lowest of the compared OMol25 structures with the same formula, charge and spin comes out at 85.6 kcal per mole. The structure (SMILES) is SC1=CSN(S)N1. As for the HOMO energy: -7.12 eV. Its orbital gap is 7.44 eV.

Last column: natural (NBO) charge in e.
Cartesian coordinates (Å):
1 S 2.63 -0.57 0.41  0.041
2 C 1.02 0.12 0.21  0.012
3 C 0.47 1.20 -0.66  -0.540
4 S -1.20 1.36 -0.08  0.476
5 N -1.33 -0.22 0.55  -0.444
6 S -2.35 -1.42 -0.63  -0.059
7 N -0.04 -0.60 0.78  -0.461
8 H 3.34 0.19 -0.58  0.177
9 H 0.95 2.00 -1.24  0.253
10 H -3.57 -0.75 -0.27  0.137
11 H 0.10 -1.30 1.52  0.409

# 6
Formula: C2H4N3O
Source: the OMol25 dataset
Level of theory: ωB97M-V/def2-TZVPD

The total charge is +1. The calculation puts the max |F| at 2.76 eV/A. The calculation puts the LUMO energy at -5.434 eV. For the calculated total energy, the calculation gives -317.671121 hartree. The multiplicity is 1. The energy above the lowest of the compared OMol25 structures with the same formula, charge and spin comes out at 107.1 kcal per mole. As for the HOMO energy: -16.90 eV. Its orbital gap is 11.47 eV.

Last column: natural (NBO) charge in e.
Cartesian coordinates (Å):
1 C -0.31 1.79 1.22  0.143
2 C 0.83 -0.52 -1.01  -0.469
3 N 0.40 0.91 1.36  -0.371
4 N -1.11 -1.20 0.27  0.615
5 N -0.26 -0.60 -0.15  0.086
6 O -2.02 -1.60 0.83  -0.108
7 H -0.93 2.65 1.15  0.263
8 H 1.17 0.52 -1.05  0.283
9 H 1.66 -1.12 -0.61  0.284
10 H 0.56 -0.85 -2.01  0.274

# 7
Formula: C2H4N3O8S2
Source: the OMol25 dataset
Level of theory: ωB97M-V/def2-TZVPD

The total charge is -1. The calculation puts the max |F| at 3.05 eV/A. The calculation puts the LUMO energy at 3.457 eV. For the calculated total energy, the calculation gives -1641.240263 hartree. The multiplicity is 1. The energy above the lowest of the compared OMol25 structures with the same formula, charge and spin comes out at 0.0 kcal per mole. As for the HOMO energy: -6.88 eV. Its orbital gap is 10.33 eV.

Last column: natural (NBO) charge in e.
Cartesian coordinates (Å):
1 C 1.50 1.08 -0.41  0.712
2 C 2.54 0.07 0.04  -0.726
3 N 0.28 0.50 -0.65  -0.936
4 N -0.64 -2.42 -1.90  -0.144
5 N -1.62 -2.44 -1.39  0.467
6 O -1.52 1.31 0.89  -0.895
7 O 1.73 2.25 -0.57  -0.582
8 O -2.66 -2.57 -0.91  -0.322
9 O -0.99 -1.12 0.88  -1.017
10 O -2.09 0.27 -1.26  -0.951
11 O -1.20 2.51 -1.19  -0.915
12 O 0.36 0.38 2.18  -0.998
13 O -1.92 -0.09 2.87  -0.952
14 S -1.22 1.21 -0.62  2.533
15 S -0.98 0.00 1.80  2.564
16 H 2.30 -0.16 1.08  0.269
17 H 2.46 -0.84 -0.55  0.218
18 H 3.53 0.50 -0.04  0.223
19 H 0.13 -0.43 -0.25  0.453

# 8
Formula: C2H4N3PS
Source: the OMol25 dataset
Level of theory: ωB97M-V/def2-TZVPD

The total charge is 0. The calculation puts the max |F| at 5.17 eV/A. The calculation puts the LUMO energy (alpha / beta) at 0.736 / -2.953 eV. For the calculated total energy, the calculation gives -982.298439 hartree. The multiplicity is 3. The energy above the lowest of the compared OMol25 structures with the same formula, charge and spin comes out at 0.0 kcal per mole. As for the HOMO energy (alpha / beta): -6.01 / -9.44 eV. Its orbital gap (alpha / beta) is 6.75 / 6.49 eV.

Last column: natural (NBO) charge in e.
Cartesian coordinates (Å):
1 C -0.69 -0.33 1.06  0.045
2 C 0.46 -0.85 -1.03  -0.435
3 N -0.45 0.56 2.07  -0.795
4 N 0.21 1.48 -0.06  -0.682
5 N -0.25 0.17 -0.19  -0.180
6 P 0.19 1.95 1.54  0.805
7 S -1.43 -1.80 1.14  0.179
8 H -0.26 -1.70 -1.12  0.248
9 H 0.71 -0.34 -2.02  0.210
10 H 1.40 -1.17 -0.55  0.208
11 H 0.11 2.02 -0.83  0.396

# 9
Formula: C2H4N3S2
Source: the OMol25 dataset
Level of theory: ωB97M-V/def2-TZVPD

The total charge is +1. The calculation puts the max |F| at 4.46 eV/A. The calculation puts the LUMO energy at -4.962 eV. For the calculated total energy, the calculation gives -1038.848734 hartree. The multiplicity is 1. The energy above the lowest of the compared OMol25 structures with the same formula, charge and spin comes out at 11.9 kcal per mole. As for the HOMO energy: -13.67 eV. Its orbital gap is 8.71 eV.

Last column: natural (NBO) charge in e.
Cartesian coordinates (Å):
1 C -0.39 -1.83 -0.22  0.141
2 C 0.74 0.22 -0.11  0.133
3 N -1.38 -1.06 0.01  -0.147
4 N -1.21 0.19 0.28  -0.330
5 N 0.80 -1.08 -0.26  -0.541
6 S 1.81 1.45 -0.05  0.339
7 S -2.27 1.40 -0.23  0.365
8 H -0.56 -2.82 -0.51  0.257
9 H 1.47 -1.64 -0.76  0.455
10 H 0.73 2.26 -0.34  0.188
11 H -2.01 1.85 0.99  0.142

# 10
Formula: C2H4N4
Source: the OMol25 dataset
Level of theory: ωB97M-V/def2-TZVPD

The total charge is 0. The calculation puts the max |F| at 2.26 eV/A. The calculation puts the LUMO energy at 0.685 eV. For the calculated total energy, the calculation gives -297.498700 hartree. The multiplicity is 1. The energy above the lowest of the compared OMol25 structures with the same formula, charge and spin comes out at 91.4 kcal per mole. As for the HOMO energy: -8.54 eV. Its orbital gap is 9.22 eV.

Last column: natural (NBO) charge in e.
Cartesian coordinates (Å):
1 N -1.75 -0.15 0.12  -0.813
2 C -0.37 0.02 0.17  0.187
3 C 0.34 1.15 0.53  -0.210
4 N 1.63 0.69 0.34  -0.413
5 N 1.78 -0.57 -0.11  -0.097
6 N 0.51 -0.97 -0.12  -0.301
7 H -2.10 -0.53 -0.75  0.373
8 H -2.17 0.76 0.30  0.400
9 H 1.83 1.55 -0.19  0.455
10 H 0.30 -1.94 -0.30  0.419